Record 1
Computed, not measured: a structure of composition C36H35BrN3O3PdS, with ωB97M-V/def2-TZVPD.

Properties
- HOMO-LUMO gap (eV) = 7.986
- spin multiplicity = 1
- total charge = +1

XYZ file:
```
80
C36H35BrN3O3PdS, DFT ωB97M-V/def2-TZVPD
Pd -0.30092 -0.49028 0.64423
O 4.50193 -1.11600 -0.96090
C 4.68626 -1.57173 0.32497
C 5.91265 -2.03066 0.77683
C 6.03829 -2.46378 2.08825
C 4.94687 -2.43224 2.94286
C 3.72450 -1.96969 2.47811
C 3.58050 -1.54013 1.16788
C 2.24894 -1.07098 0.63590
O 1.23780 -1.18232 1.58035
N 2.34899 0.33921 0.26500
N 1.11205 0.92098 0.00858
C 1.16201 2.15703 -0.31869
C 0.11352 3.16424 -0.36902
Br -1.48573 2.84590 0.57702
C 0.37958 4.32628 -0.98089
C -0.42048 5.54587 -1.12862
C -0.31037 6.24370 -2.33394
C -1.03301 7.40465 -2.54693
C -1.85084 7.90330 -1.54253
C -1.93767 7.23853 -0.32763
C -1.23252 6.06433 -0.11930
H 5.31124 -1.24756 -1.46612
H 6.76500 -2.04694 0.10670
H 6.99635 -2.82284 2.43961
H 5.04703 -2.76530 3.96659
H 2.85998 -1.93546 3.12622
H 2.01043 -1.66901 -0.26132
H 3.06470 0.55609 -0.41966
H 2.15325 2.56212 -0.51915
H 1.33861 4.35685 -1.49250
H 0.34300 5.86498 -3.11111
H -0.94754 7.92752 -3.48999
H -2.40700 8.81769 -1.70061
H -2.55288 7.63974 0.46667
H -1.29157 5.57064 0.83921
O -2.05686 -0.33173 -0.53590
S -2.08426 0.28914 -1.93873
C -0.93329 -0.61353 -3.01591
C -0.99575 -2.10832 -3.02711
C -1.73130 -2.77607 -4.00229
C -1.73681 -4.16259 -4.05283
C -0.99456 -4.89292 -3.13663
C -0.25066 -4.23484 -2.16799
C -0.25856 -2.85160 -2.11052
C -3.67624 -0.27187 -2.56420
C -3.97936 0.35586 -3.89833
C -3.93589 1.74000 -4.05482
C -4.21784 2.31348 -5.28457
C -4.55354 1.51130 -6.36682
C -4.61278 0.13455 -6.21363
C -4.32349 -0.44096 -4.98434
H 0.04462 -0.24909 -2.69379
H -1.14133 -0.18273 -3.99958
H -2.26891 -2.20619 -4.75044
H -2.30207 -4.67044 -4.82329
H -0.98788 -5.97406 -3.18304
H 0.33443 -4.79770 -1.45345
H 0.33555 -2.34319 -1.36043
H -4.37250 0.05012 -1.78703
H -3.66159 -1.36223 -2.59700
H -3.68708 2.37387 -3.21094
H -4.18321 3.38901 -5.39594
H -4.77681 1.96006 -7.32535
H -4.88851 -0.49399 -7.04985
H -4.38916 -1.51556 -4.86341
N -1.49563 -1.78938 1.72204
C -1.71721 -3.14945 1.28613
C -2.80448 -3.43599 0.47416
C -3.04950 -4.74954 0.10898
C -2.20829 -5.76474 0.54422
C -1.11192 -5.46134 1.33768
C -0.85892 -4.14913 1.71243
H -1.00880 -1.79900 2.61554
H -2.38273 -1.31077 1.84647
H -3.45217 -2.63293 0.14485
H -3.90272 -4.98212 -0.51446
H -2.40793 -6.79093 0.26616
H -0.45296 -6.24893 1.67854
H -0.00564 -3.90359 2.33371
```

Löwdin population analysis, charges in e, atoms 1 to 8:
1 Pd 0.957
2 O 0.044
3 C -0.265
4 C -0.019
5 C -0.075
6 C -0.075
7 C -0.014
8 C -0.104

---

Record 2
Computed, not measured: a structure of composition C36H35CrNP2, with ωB97M-V/def2-TZVPD.

Properties
- HOMO-LUMO gap (alpha / beta) (eV) = 7.809 / 7.713
- spin multiplicity = 5
- expectation value of S² = 6.029

XYZ file:
```
75
C36H35CrNP2, DFT ωB97M-V/def2-TZVPD
Cr -0.31488 1.03471 0.89545
C 2.43876 2.88961 0.72583
P 2.11249 1.08409 0.72036
C 3.29696 0.28050 1.83217
C 2.97979 0.20995 3.18680
C 3.83981 -0.41323 4.07633
C 5.01676 -0.98846 3.61626
C 5.33165 -0.93581 2.26635
C 4.47576 -0.30284 1.37576
C 2.50273 0.48058 -0.94701
C 1.93505 -0.73598 -1.32831
C 2.18984 -1.25862 -2.58737
C 2.99489 -0.56394 -3.47863
C 3.54771 0.65518 -3.11061
C 3.30596 1.17528 -1.84727
C 1.24125 3.53788 0.08848
C 1.13153 4.70034 -0.64001
C -0.24450 4.84527 -0.96492
C -0.89255 3.75740 -0.42502
C -2.34022 3.35488 -0.49873
P -2.42787 1.54356 -0.21996
C -1.99462 0.79928 -1.82487
C -1.16675 1.47806 -2.72023
C -0.73098 0.84841 -3.87777
C -1.10867 -0.45837 -4.14716
C -1.92158 -1.14146 -3.25207
C -2.35793 -0.51956 -2.09334
C -4.16041 1.11513 0.05955
C -4.51970 0.51349 1.26085
C -5.84804 0.19324 1.51006
C -6.81682 0.47002 0.55844
C -6.46240 1.06305 -0.64822
C -5.13875 1.38229 -0.89835
N 0.00885 2.94440 0.21885
H 3.37111 3.16595 0.23265
H 2.54338 3.16810 1.78011
H 2.04349 0.62282 3.54578
H 3.58351 -0.46550 5.12645
H 5.68231 -1.48656 4.30941
H 6.24338 -1.39060 1.90107
H 4.72394 -0.27227 0.32207
H 1.28870 -1.26754 -0.63591
H 1.74322 -2.20246 -2.87308
H 3.18678 -0.96788 -4.46477
H 4.16867 1.20311 -3.80761
H 3.73796 2.12893 -1.57325
H 1.93614 5.37303 -0.89449
H -0.69957 5.64360 -1.53093
H -2.78296 3.60399 -1.46682
H -2.95445 3.83026 0.27190
H -0.84428 2.49199 -2.51242
H -0.08432 1.38276 -4.56205
H -0.76529 -0.94868 -5.04941
H -2.21327 -2.16423 -3.45439
H -2.97677 -1.06426 -1.38997
H -3.75558 0.27944 1.99262
H -6.12193 -0.27837 2.44463
H -7.85164 0.21822 0.75176
H -7.21921 1.27176 -1.39315
H -4.86004 1.83115 -1.84485
C 0.49726 -4.19757 0.55938
C -0.10790 -3.58098 1.82854
C 0.86494 -3.77245 3.00072
C -1.44022 -4.26988 2.14765
C -0.32204 -2.14141 1.60970
C -0.46709 -0.94063 1.45567
H 0.64268 -5.27251 0.69349
H 1.46494 -3.74467 0.33524
H -0.16163 -4.03981 -0.29638
H 1.05522 -4.83653 3.16345
H 0.44872 -3.34836 3.91531
H 1.81358 -3.27279 2.79763
H -1.27949 -5.33648 2.32416
H -2.14178 -4.15697 1.31996
H -1.89357 -3.83399 3.03849
```

Löwdin population analysis, charges in e, atoms 1 to 8:
1 Cr 0.393
2 C -0.255
3 P 1.028
4 C -0.342
5 C -0.095
6 C -0.081
7 C -0.085
8 C -0.080

---

Record 3
Computed, not measured: a structure of composition C36H36N4O2Os, with ωB97M-V/def2-TZVPD.

Properties
- HOMO-LUMO gap (alpha / beta) (eV) = 6.020 / 5.986
- spin multiplicity = 1
- total charge = +2

XYZ file:
```
79
C36H36N4O2Os, DFT ωB97M-V/def2-TZVPD
Os 0.67237 0.10063 -0.80163
O 0.83904 -0.04735 2.02364
C 0.31606 1.16606 2.66470
C -0.34298 2.04145 1.56544
C -1.50808 1.33684 0.94089
C -2.78730 1.59940 1.38450
C -3.83872 0.81817 0.93658
C -3.56404 -0.22919 0.08051
C -2.26812 -0.44395 -0.36376
C -2.02391 -1.67998 -1.19856
C -0.75560 -1.84551 -2.03527
O 0.41117 -1.67651 -1.17633
C -0.74141 -3.26528 -2.58146
C 0.00806 -4.26023 -1.96699
C -0.04274 -5.56160 -2.45105
C -0.84392 -5.87147 -3.53856
C -1.59891 -4.87790 -4.14769
C -1.54838 -3.57788 -3.67134
C -0.57166 -0.80754 -3.15372
C -1.32623 0.36128 -3.25133
C -1.12478 1.24760 -4.31096
C -0.18596 0.96404 -5.28788
C 0.56864 -0.20613 -5.20478
C 0.38429 -1.07496 -4.14611
N -1.26111 0.36754 0.02381
C -0.74998 0.70338 3.64131
C -1.28535 -0.57759 3.59337
C -2.32170 -0.92908 4.44953
C -2.83425 -0.00358 5.34531
C -2.29580 1.27579 5.39821
C -1.25398 1.62594 4.55421
C 1.46860 1.86890 3.36004
C 1.90772 3.14295 3.02462
C 2.99322 3.70915 3.68659
C 3.64871 3.00099 4.67832
C 3.21374 1.72386 5.01944
C 2.12908 1.16468 4.36864
H 0.40753 2.33887 0.82388
H -0.69011 2.96007 2.03555
H -2.94437 2.38862 2.10578
H -4.84886 1.00460 1.27539
H -4.34736 -0.89686 -0.25113
H -2.87842 -1.83228 -1.85928
H -2.03866 -2.52438 -0.50147
H 0.63163 -4.02869 -1.11404
H 0.54510 -6.33379 -1.97345
H -0.88128 -6.88524 -3.91314
H -2.22649 -5.11504 -4.99608
H -2.13316 -2.80654 -4.16146
H -2.11990 0.57337 -2.54715
H -1.74371 2.13207 -4.39185
H -0.05806 1.63284 -6.12882
H 1.28266 -0.44659 -5.98182
H 0.93505 -2.00808 -4.10935
H -0.88565 -1.30838 2.90369
H -2.72228 -1.93393 4.42154
H -3.63787 -0.28134 6.01382
H -2.67682 1.99683 6.10895
H -0.82040 2.61784 4.61954
H 1.40935 3.72907 2.26246
H 3.31849 4.70754 3.42679
H 4.49083 3.44233 5.19381
H 3.71582 1.17062 5.80166
H 1.78176 0.17565 4.64330
N 1.23684 1.91924 -1.72514
C 2.34585 1.75598 -2.71580
C 3.35792 0.82903 -2.09415
N 2.62129 -0.35904 -1.59956
H 0.43629 2.35401 -2.18340
H 1.54881 2.56086 -0.99309
H 2.77743 2.72580 -2.96091
H 1.90613 1.32973 -3.61487
H 3.83137 1.29341 -1.22999
H 4.13061 0.55008 -2.80872
H 3.16662 -0.78322 -0.85077
H 2.51412 -1.05689 -2.33347
N 2.88592 0.44275 1.01164
C 1.65493 0.18097 0.96728
H 3.23528 0.50519 1.97160
```

Löwdin population analysis, charges in e, atoms 1 to 8:
1 Os 1.563
2 O -0.049
3 C -0.326
4 C -0.057
5 C -0.228
6 C 0.021
7 C 0.018
8 C 0.017

---

| no. | maximum force (hartree/bohr) |
| --- | --- |
| 1 | 0.0106 |
| 2 | 0.0050 |
| 3 | 0.0028 |